Entry 1:
{"formula": "C47H34Br3N8O7STi", "method": "ωB97M-V/def2-TZVPD", "symbols": ["Ti", "O", "N", "O", "C", "C", "C", "C", "C", "C", "N", "C", "C", "N", "C", "C", "C", "C", "H", "H", "H", "H", "H", "H", "H", "C", "N", "C", "C", "C", "C", "C", "N", "C", "C", "C", "C", "C", "C", "H", "H", "H", "H", "H", "H", "H", "H", "H", "H", "H", "Br", "C", "C", "C", "N", "C", "C", "C", "C", "C", "Br", "C", "C", "N", "H", "H", "H", "H", "H", "H", "N", "C", "C", "C", "C", "C", "C", "S", "O", "O", "O", "H", "H", "H", "H", "H", "H", "Br", "C", "C", "C", "C", "C", "C", "C", "O", "O", "H", "H", "H", "H"], "coordinates": [[0.32, -0.76, -0.61], [0.73, 8.10, 2.24], [1.09, 7.07, 2.77], [1.80, 7.00, 3.75], [0.58, 5.80, 2.20], [-0.62, 5.86, 1.60], [-1.21, 4.69, 1.03], [-2.45, 4.77, 0.37], [-2.96, 3.64, -0.20], [-2.22, 2.45, -0.10], [-1.06, 2.35, 0.51], [-0.55, 3.46, 1.10], [0.74, 3.40, 1.79], [1.35, 2.20, 1.90], [2.54, 2.13, 2.46], [3.23, 3.24, 2.94], [2.61, 4.46, 2.87], [1.32, 4.57, 2.31], [-1.14, 6.81, 1.54], [-2.97, 5.72, 0.32], [-3.91, 3.64, -0.72], [-2.61, 1.55, -0.56], [2.98, 1.14, 2.54], [4.22, 3.14, 3.36], [3.11, 5.34, 3.26], [0.05, -1.71, -3.78], [0.67, -1.78, -2.46], [1.65, -2.63, -2.34], [2.32, -2.73, -1.12], [3.43, -3.42, -0.69], [3.73, -2.93, 0.59], [2.79, -1.96, 0.89], [1.91, -1.83, -0.14], [-1.06, -2.72, -3.98], [-1.84, -2.63, -5.14], [-2.88, -3.51, -5.36], [-3.17, -4.50, -4.43], [-2.38, -4.62, -3.29], [-1.34, -3.73, -3.07], [0.81, -1.88, -4.54], [-0.31, -0.69, -3.94], [1.96, -3.24, -3.19], [3.96, -4.19, -1.23], [4.54, -3.24, 1.24], [2.71, -1.37, 1.78], [-1.62, -1.86, -5.87], [-3.48, -3.42, -6.26], [-3.99, -5.19, -4.60], [-2.58, -5.40, -2.57], [-0.74, -3.84, -2.17], [-4.29, -3.92, 4.79], [-3.51, -2.56, 3.79], [-3.09, -1.38, 4.39], [-2.62, -0.37, 3.57], [-2.55, -0.46, 2.25], [-2.90, -1.62, 1.69], [-3.38, -2.69, 2.41], [-2.96, -1.61, 0.20], [-4.14, -2.06, -0.38], [-4.39, -1.84, -1.73], [-5.98, -2.43, -2.50], [-3.45, -1.14, -2.48], [-2.27, -0.82, -1.85], [-1.98, -1.07, -0.56], [-3.12, -1.27, 5.46], [-2.29, 0.57, 4.01], [-3.64, -3.63, 1.94], [-4.89, -2.50, 0.25], [-3.60, -0.91, -3.52], [-1.52, -0.27, -2.42], [0.13, -0.37, 1.36], [0.26, -1.46, 2.32], [-0.12, -2.74, 1.94], [-0.22, -3.74, 2.89], [0.05, -3.46, 4.22], [0.52, -2.20, 4.58], [0.62, -1.20, 3.63], [-0.53, -4.61, 5.49], [-1.61, -5.30, 4.79], [-0.98, -3.69, 6.53], [0.60, -5.44, 5.84], [-0.86, -0.03, 1.47], [0.70, 0.47, 1.59], [-0.39, -2.96, 0.91], [-0.57, -4.73, 2.62], [0.72, -2.00, 5.62], [0.91, -0.19, 3.92], [4.16, 1.66, -0.88], [2.96, 3.09, -1.14], [3.48, 4.36, -0.95], [2.70, 5.48, -1.20], [1.40, 5.35, -1.67], [0.89, 4.08, -1.87], [1.65, 2.94, -1.59], [0.90, 1.68, -1.68], [-0.10, 1.50, -2.35], [1.34, 0.66, -0.90], [4.50, 4.47, -0.62], [3.12, 6.47, -1.03], [0.80, 6.22, -1.88], [-0.13, 3.94, -2.22]], "charge": 1, "relative_energy_kcal_mol": 51.20, "e_lumo_ev": -4.991, "e_tot_ha": -11745.672638}


Entry 2:
{"formula": "C47H35AsCsIN4O3", "method": "ωB97M-V/def2-TZVPD", "symbols": ["Cs", "O", "C", "N", "C", "C", "C", "C", "C", "C", "N", "C", "O", "C", "C", "C", "C", "C", "N", "C", "C", "C", "C", "C", "N", "H", "H", "H", "H", "H", "H", "H", "H", "H", "H", "H", "H", "I", "C", "C", "C", "C", "C", "C", "C", "C", "C", "C", "H", "H", "H", "H", "H", "H", "C", "C", "C", "C", "C", "C", "As", "C", "C", "C", "C", "C", "C", "C", "C", "C", "C", "C", "C", "H", "H", "H", "H", "H", "H", "H", "H", "H", "H", "H", "H", "H", "C", "O", "H", "H", "H", "H"], "coordinates": [[-1.06, 1.00, 1.41], [1.02, 5.56, 1.24], [0.60, 4.39, 1.11], [-0.54, 3.91, 0.64], [-1.56, 4.73, 0.15], [-1.56, 6.13, 0.19], [-2.62, 6.89, -0.30], [-3.74, 6.26, -0.83], [-3.77, 4.87, -0.87], [-2.70, 4.09, -0.42], [-2.86, 2.70, -0.45], [-2.14, 1.93, -1.21], [-2.18, 0.66, -1.17], [-1.12, 2.51, -2.17], [-1.45, 3.49, -3.10], [-0.47, 3.97, -3.96], [0.81, 3.46, -3.85], [1.05, 2.49, -2.89], [0.11, 2.02, -2.08], [1.59, 3.30, 1.48], [2.71, 3.10, 0.67], [3.60, 2.09, 0.98], [3.37, 1.32, 2.11], [2.25, 1.60, 2.87], [1.37, 2.56, 2.57], [-0.69, 6.62, 0.61], [-2.57, 7.97, -0.25], [-4.58, 6.83, -1.20], [-4.63, 4.35, -1.26], [-2.46, 3.88, -3.13], [-0.71, 4.73, -4.69], [1.62, 3.81, -4.49], [2.05, 2.07, -2.77], [2.84, 3.73, -0.20], [4.46, 1.90, 0.34], [4.03, 0.51, 2.39], [2.02, 0.99, 3.74], [-2.82, -0.74, 4.49], [-1.08, -1.36, 5.50], [-1.11, -1.40, 6.87], [0.03, -1.80, 7.58], [1.17, -2.15, 6.91], [1.21, -2.12, 5.49], [2.39, -2.48, 4.80], [2.40, -2.45, 3.43], [1.25, -2.05, 2.72], [0.05, -1.66, 3.30], [0.07, -1.71, 4.73], [-2.01, -1.11, 7.40], [0.00, -1.83, 8.67], [2.05, -2.46, 7.45], [3.26, -2.78, 5.37], [3.30, -2.74, 2.89], [1.34, -2.06, 1.63], [2.65, -5.27, -2.00], [1.74, -5.25, -0.96], [0.91, -4.15, -0.77], [0.99, -3.05, -1.62], [1.91, -3.08, -2.66], [2.73, -4.18, -2.86], [-0.02, -1.38, -1.27], [-0.84, -1.29, -3.03], [-0.33, -0.69, -4.16], [-1.08, -0.69, -5.34], [-2.34, -1.27, -5.35], [-2.86, -1.85, -4.21], [-2.12, -1.86, -3.03], [-2.57, -2.39, -1.73], [-3.80, -2.96, -1.47], [-4.12, -3.37, -0.18], [-3.21, -3.20, 0.86], [-1.96, -2.63, 0.61], [-1.65, -2.25, -0.69], [3.29, -6.13, -2.15], [1.67, -6.09, -0.28], [0.21, -4.14, 0.06], [2.00, -2.23, -3.33], [3.44, -4.19, -3.68], [0.64, -0.20, -4.14], [-0.69, -0.21, -6.22], [-2.93, -1.25, -6.26], [-3.85, -2.28, -4.23], [-4.54, -3.08, -2.26], [-5.09, -3.80, 0.03], [-3.47, -3.48, 1.87], [-1.28, -2.45, 1.44], [4.03, -1.81, -0.13], [3.67, -0.69, -0.93], [3.26, -2.59, -0.14], [4.22, -1.52, 0.91], [4.94, -2.22, -0.56], [2.84, -0.33, -0.58]], "charge": -2, "relative_energy_kcal_mol": 10.89, "e_lumo_ev": 3.787, "e_tot_ha": -4810.439766}


Entry 3:
{"formula": "C47H35BBr3CrF3N2O14", "method": "ωB97M-V/def2-TZVPD", "symbols": ["Cr", "N", "O", "O", "O", "N", "O", "O", "O", "C", "O", "O", "C", "F", "F", "F", "C", "C", "H", "H", "H", "H", "H", "H", "B", "H", "H", "H", "H", "C", "C", "C", "C", "C", "C", "C", "O", "C", "C", "C", "C", "C", "C", "C", "O", "H", "H", "H", "H", "H", "H", "H", "H", "C", "C", "C", "C", "C", "C", "C", "O", "C", "C", "C", "C", "C", "C", "C", "O", "H", "H", "H", "H", "H", "H", "H", "H", "C", "C", "C", "C", "C", "C", "C", "O", "C", "C", "C", "C", "C", "C", "C", "O", "H", "H", "H", "H", "H", "H", "H", "H", "C", "Br", "Br", "Br", "H"], "coordinates": [[0.07, 0.97, -3.29], [-2.49, 0.83, -1.16], [-2.58, 2.00, -0.82], [-1.72, 0.65, -2.10], [-3.01, -0.07, -0.59], [0.69, 4.12, -2.41], [-0.27, 4.25, -1.68], [1.49, 5.02, -2.50], [0.78, 2.98, -2.86], [2.15, -0.08, -5.78], [2.06, -1.33, -5.17], [1.43, 0.77, -4.86], [3.56, 0.47, -6.26], [3.61, 1.69, -6.82], [4.68, 0.41, -5.46], [3.89, -0.35, -7.27], [3.15, -2.04, -4.44], [2.43, -2.94, -3.45], [1.60, -3.51, -3.86], [3.15, -3.70, -3.14], [2.13, -2.41, -2.54], [3.74, -1.39, -3.79], [3.67, -2.59, -5.23], [1.44, -0.27, -6.59], [1.35, 0.31, -1.63], [2.15, 0.95, -1.97], [1.70, -0.30, -0.81], [0.58, 1.01, -1.35], [0.96, -0.34, -2.40], [-0.94, -5.21, -1.54], [-0.71, -3.85, -1.21], [-0.83, -2.84, -2.17], [-0.90, -3.13, -3.58], [-1.05, -4.50, -3.89], [-1.08, -5.50, -2.92], [-1.51, -4.90, -5.31], [-1.60, -6.12, -5.59], [-1.64, -3.79, -6.30], [-1.92, -4.18, -7.65], [-1.89, -3.23, -8.69], [-1.91, -1.86, -8.27], [-1.76, -1.55, -6.92], [-1.42, -2.46, -5.93], [-1.02, -2.00, -4.55], [-0.82, -0.80, -4.34], [-0.89, -5.96, -0.76], [-0.49, -3.65, -0.17], [-0.80, -1.83, -1.79], [-1.30, -6.50, -3.28], [-2.15, -5.22, -7.81], [-2.17, -3.47, -9.70], [-2.17, -1.08, -8.97], [-2.05, -0.59, -6.53], [-2.99, 0.23, 8.31], [-1.92, -0.46, 8.88], [-0.84, -0.76, 8.00], [-0.99, -0.57, 6.62], [-2.15, -0.05, 6.09], [-3.15, 0.29, 6.93], [-2.24, 0.30, 4.67], [-3.22, 0.97, 4.20], [-1.07, 0.04, 3.77], [-1.19, 0.35, 2.44], [-0.20, -0.04, 1.64], [0.95, -0.60, 2.11], [1.08, -0.83, 3.42], [0.11, -0.57, 4.32], [0.21, -0.86, 5.76], [1.25, -1.32, 6.22], [-3.80, 0.47, 8.98], [-1.70, -0.69, 9.92], [0.00, -1.23, 8.51], [-4.15, 0.58, 6.65], [-2.04, 0.86, 2.00], [-0.25, 0.16, 0.58], [1.73, -0.91, 1.43], [1.95, -1.39, 3.73], [-3.02, 4.39, 6.77], [-3.82, 4.54, 5.67], [-3.34, 4.44, 4.41], [-1.94, 4.11, 4.13], [-1.13, 3.83, 5.26], [-1.63, 4.04, 6.58], [0.34, 3.41, 5.14], [1.00, 3.26, 6.19], [0.95, 3.39, 3.77], [2.32, 2.97, 3.57], [2.83, 2.81, 2.27], [1.98, 3.07, 1.18], [0.62, 3.44, 1.39], [0.13, 3.54, 2.70], [-1.31, 3.84, 2.82], [-2.04, 4.06, 1.86], [-3.39, 4.45, 7.78], [-4.82, 4.87, 5.89], [-4.03, 4.47, 3.57], [-0.93, 3.88, 7.38], [2.98, 2.67, 4.37], [3.85, 2.50, 2.10], [2.33, 2.71, 0.23], [-0.03, 3.47, 0.52], [5.39, -0.60, -0.56], [5.81, 1.25, -0.26], [5.43, -1.58, 1.18], [6.40, -1.40, -2.11], [4.35, -0.68, -0.87]], "charge": -1, "spin_multiplicity": 4, "e_lumo_ev": [-0.440, -0.336], "e_tot_ha": -12065.502420}


Number 1: M 1142.484 g mol⁻¹. Number 2: M 1038.553 g mol⁻¹. Number 3: M 1211.311 g mol⁻¹.